Entry from the Open Molecules 2025 dataset: the molecule C6H9Cl in a non-equilibrium geometry (the ωB97M-V functional and the def2-TZVPD basis).

Each line ends with the natural charge from an NBO analysis.
Positions of all 16 atoms, in Å:
C -1.082729 -0.776968 1.303215  -0.383
C -0.393281 -0.679467 0.180742  0.001
C -0.811912 -1.565135 -0.973124  -0.644
C 0.796579 0.168171 0.018275  -0.038
Cl 2.250099 -0.865554 -0.369782  -0.054
C 0.774142 1.611343 0.798735  -0.398
C 0.795547 1.480241 -0.696208  -0.431
H -1.956580 -1.418162 1.357861  0.204
H -0.827479 -0.053195 2.045548  0.195
H -0.519449 -1.182502 -1.880264  0.218
H -0.182274 -2.409284 -1.024383  0.227
H -1.785853 -1.731531 -0.825902  0.212
H 1.712554 1.885781 1.237174  0.222
H -0.108846 1.695816 1.347519  0.220
H -0.191036 1.917569 -1.213288  0.208
H 1.530518 1.922878 -1.306117  0.241

Cartesian forces (eV/Å) of the 6 atoms listed first:
C 0.0 0.8 -0.3
C -0.3 -1.1 -1.0
C 3.5 1.0 1.6
C 0.7 2.0 0.1
Cl -0.5 0.7 0.7
C 2.6 -2.9 -1.7

Summary:
* charge: 0
* strongest force on any atom: 5.20 eV/A
* 2S+1: 1
* total energy: -694.11186 Eh
* HOMO-LUMO gap: 10.43 eV

***

Entry from the Open Molecules 2025 dataset: the ion C6H9Cl2N2O with charge +1 in a non-equilibrium geometry (the ωB97M-V functional and the def2-TZVPD basis).

Each line ends with the natural charge from an NBO analysis.
Positions of all 20 atoms, in Å:
C 0.413953 0.589892 -1.978798  -0.603
C 0.207882 0.068769 -0.554401  -0.221
C 1.570134 -0.306459 0.057164  -0.598
C -0.603736 -1.215109 -0.526892  0.725
O -0.566960 -2.164841 -1.222745  -0.445
N -1.471035 -1.161446 0.640384  -0.594
C -1.499405 -0.002353 1.244078  0.558
N -2.132163 0.372549 2.306755  -0.693
C -0.577156 1.037408 0.354534  -0.054
Cl -1.808287 2.003812 -0.514234  0.065
Cl 0.366433 2.072415 1.423555  0.079
H -0.522284 0.663949 -2.520604  0.237
H 1.058713 -0.090712 -2.527081  0.249
H 0.887644 1.568662 -1.947000  0.238
H 2.185218 0.584049 0.152033  0.245
H 2.082358 -0.993261 -0.612076  0.251
H 1.470442 -0.769941 1.036270  0.219
H -2.002604 -1.986040 0.912356  0.451
H -2.020972 1.323208 2.644339  0.451
H -2.761535 -0.237098 2.818710  0.439

Cartesian forces (eV/Å) of the 6 atoms listed first:
C -0.1 -0.1 0.1
C 0.4 0.2 -0.4
C 0.0 0.1 0.0
C -0.1 0.4 0.2
O 0.0 -0.2 -0.2
N -0.3 -0.5 0.2

Summary:
* charge: +1
* strongest force on any atom: 2.75 eV/A
* 2S+1: 1
* total energy: -1338.95308 Eh
* HOMO-LUMO gap: 10.85 eV

***

Entry from the Open Molecules 2025 dataset: the molecule C6H9Cl2NO7P2S2 in a non-equilibrium geometry (the ωB97M-V functional and the def2-TZVPD basis).

Each line ends with the natural charge from an NBO analysis.
Positions of all 29 atoms, in Å:
C 2.448564 1.208936 0.846446  -0.665
C 2.208089 0.573205 -0.566948  -0.178
Cl 3.863373 0.001169 -1.154783  -0.077
C 1.296732 -0.702944 -0.566741  -0.248
Cl 1.010761 -1.145793 -2.320283  -0.029
C -0.048506 -0.580502 0.228953  -0.045
P -0.825934 -2.384813 0.096346  1.289
O -1.610378 -2.750570 1.516250  -0.969
O 0.380960 -3.492320 -0.252314  -0.997
O 0.010452 -0.447252 1.680209  -0.691
S -1.243246 0.414638 2.302089  2.491
O -2.194494 -0.305572 3.109046  -0.871
O -0.792900 1.560433 3.039804  -0.845
O -2.037687 0.642799 0.864694  -0.680
C -1.249665 0.357483 -0.319247  0.088
N -2.149389 -0.524249 -1.095832  -0.568
C -2.246288 -0.169772 -2.278415  0.877
O -2.605028 0.181981 -3.301381  -0.438
P -0.881827 2.091459 -0.991807  0.753
S -0.532427 3.427328 0.391556  -0.504
H 3.467953 1.677455 0.816291  0.243
H 2.448003 0.444308 1.656950  0.227
H 1.740376 2.028550 1.107543  0.258
H 1.911775 1.369042 -1.283119  0.223
H 1.894595 -1.504584 -0.057796  0.276
H -2.567427 -2.754080 1.343110  0.523
H 0.309995 -3.819784 -1.161298  0.521
H 0.096653 2.094485 -2.029924  0.012
H -2.103084 2.508968 -1.619399  0.025

Cartesian forces (eV/Å) of the 6 atoms listed first:
C 0.6 0.1 0.0
C 0.6 0.2 0.8
Cl -0.8 0.2 0.0
C 0.9 1.5 1.1
Cl -0.2 0.2 1.1
C -0.8 -2.0 0.2

Summary:
* charge: 0
* strongest force on any atom: 4.77 eV/A
* 2S+1: 1
* total energy: -3214.84226 Eh
* HOMO-LUMO gap: 7.98 eV

***

Entry from the Open Molecules 2025 dataset: a structure of composition C6H9Cl4F3NO5S2 (the ωB97M-V functional and the def2-TZVPD basis).

Each line ends with the natural charge from an NBO analysis.
Positions of all 30 atoms, in Å:
C 3.187489 1.909326 1.196854  -0.622
C 2.433655 1.248695 0.038408  -0.677
S 2.024769 -0.498091 0.289634  2.318
O 2.520311 -0.870063 1.595361  -0.978
O 2.571896 -1.205304 -0.844637  -0.990
N 0.432429 -0.555631 0.165443  -1.267
S -0.460314 -0.138478 1.401931  2.314
O -0.199463 1.229159 1.846283  -1.033
O -0.561591 -1.108332 2.465139  -0.967
C -2.084547 -0.141734 0.600559  -0.685
C -2.785736 1.181287 0.853869  0.006
O -2.161758 2.228711 0.158771  -0.712
C -4.268098 1.125533 0.443174  0.958
F -4.707433 2.267631 -0.092026  -0.316
F -5.041590 0.871845 1.523533  -0.339
F -4.538841 0.148660 -0.446497  -0.334
H 3.215151 1.249185 2.060918  0.251
H 4.211193 2.152401 0.907892  0.193
H 2.692979 2.833932 1.494784  0.204
H 1.496805 1.760477 -0.166371  0.240
H 3.024043 1.251362 -0.877060  0.227
H -2.003116 -0.348991 -0.461918  0.255
H -2.623587 -0.960189 1.079431  0.243
H -2.790689 1.355550 1.932856  0.206
H -1.508302 2.611564 0.756013  0.505
C 1.581341 -3.911034 -3.575397  -0.224
Cl 0.366693 -3.281953 -2.483534  0.101
Cl 2.450066 -5.247491 -2.803985  0.039
Cl 0.804145 -4.519274 -5.058833  0.015
Cl 2.722098 -2.638754 -4.000599  0.067

Cartesian forces (eV/Å) of the 6 atoms listed first:
C -0.1 0.1 -0.1
C 0.2 0.2 0.0
S 0.1 0.2 0.0
O -0.1 -0.1 0.0
O 0.0 0.0 -0.1
N 0.0 -0.3 0.2

Summary:
* charge: -1
* strongest force on any atom: 0.46 eV/A
* 2S+1: 1
* total energy: -3601.79512 Eh
* HOMO-LUMO gap: 8.44 eV

***

Entry from the Open Molecules 2025 dataset: a cluster of 3 separate species, C6H9ClNO4S2 in total in a non-equilibrium geometry (the ωB97M-V functional and the def2-TZVPD basis).

Each line ends with the natural charge from an NBO analysis.
Positions of all 23 atoms, in Å:
C -2.357434 -0.151230 -2.323342  1.045
C 1.716520 0.104536 -2.916035  -0.618
C -2.165063 1.044827 3.302576  -0.686
C 2.352771 -0.082338 -1.530334  -0.451
C -1.834406 -0.324460 2.839425  -0.493
C 1.517810 -0.675179 -0.461698  0.033
N 1.721288 -0.561353 0.820689  0.364
O -1.525461 0.068739 -3.084530  -0.532
O -3.377663 -0.374287 -1.841482  -0.534
O 2.783039 0.099912 1.166362  -0.622
O 1.031587 -1.095508 1.735849  -0.573
S -1.208918 -0.682290 1.342633  0.693
S -1.291835 0.941755 0.321663  -0.521
Cl 0.480492 -2.014615 -0.857641  -0.069
H 1.536974 -0.870503 -3.402676  0.204
H 2.346416 0.725586 -3.485625  0.198
H 0.701071 0.551629 -2.625994  0.233
H -1.501185 1.710241 2.688083  0.257
H -3.192201 1.445908 3.077851  0.218
H -2.126468 1.151655 4.439098  0.208
H 3.308587 -0.708437 -1.606598  0.185
H 2.813014 0.843560 -1.079262  0.253
H -1.728934 -1.148155 3.480999  0.208

Cartesian forces (eV/Å) of the 6 atoms listed first:
C -0.9 0.1 -1.1
C -2.3 -0.7 2.6
C -0.3 0.9 0.7
C 2.7 -0.2 0.7
C 0.2 0.4 -1.9
C -1.0 -0.9 -0.4

Summary:
* charge: -1
* strongest force on any atom: 3.51 eV/A
* 2S+1: 1
* total energy: -1846.22648 Eh
* HOMO-LUMO gap: 6.63 eV

***

Entry from the Open Molecules 2025 dataset: the molecule C6H9ClO3S in a non-equilibrium geometry (the ωB97M-V functional and the def2-TZVPD basis).

Each line ends with the natural charge from an NBO analysis.
Positions of all 20 atoms, in Å:
C 0.596560 -1.532736 -0.332594  -0.299
C 1.066676 -0.229357 0.100779  0.508
C 0.782112 -2.727370 0.216811  -0.257
C -0.725599 1.145143 -0.804571  -0.283
C 2.219999 0.032714 1.006725  -0.685
C -0.997958 2.557560 -0.308118  -0.650
O -3.286133 0.844965 -0.383276  -0.892
O -1.746512 -0.773501 0.720558  -0.910
O 0.475856 0.829950 -0.175482  -0.351
S -2.079671 0.073849 -0.421756  2.054
Cl -2.405196 -1.175412 -2.097852  -0.269
H -0.112053 -1.604969 -1.079847  0.234
H 0.416359 -3.471224 -0.321847  0.196
H 1.493911 -2.919913 1.001845  0.189
H 3.187898 -0.035833 0.489041  0.245
H 2.290807 -0.886450 1.694631  0.247
H 2.043152 1.094724 1.352899  0.257
H -1.642646 2.686035 0.599679  0.215
H -1.560619 3.131189 -1.204108  0.229
H -0.016941 2.960636 -0.053515  0.223

Cartesian forces (eV/Å) of the 6 atoms listed first:
C 0.7 0.1 1.4
C 0.6 -1.5 0.5
C 2.9 3.3 1.6
C -0.5 -0.1 0.6
C 0.4 -1.0 0.1
C -2.2 1.4 -2.0

Summary:
* charge: 0
* strongest force on any atom: 4.67 eV/A
* 2S+1: 1
* total energy: -1317.93568 Eh
* HOMO-LUMO gap (spin up / spin down): 7.07 / 7.05 eV

***

Entry from the Open Molecules 2025 dataset: a structure of composition C6H9ClO6Y in a non-equilibrium geometry (the ωB97M-V functional and the def2-TZVPD basis).

Each line ends with the natural charge from an NBO analysis.
Positions of all 23 atoms, in Å:
Y -0.924930 -0.744393 -0.152841  2.193
C -0.874555 3.514557 -0.365491  -0.718
C -0.574904 2.051507 -0.260961  0.792
O -0.566473 1.322821 -1.296665  -0.772
O -0.555455 1.360974 0.803970  -0.788
H 0.069965 4.043547 -0.492573  0.224
H -1.345111 3.700371 0.599985  0.232
H -1.542408 3.862777 -1.153408  0.238
C 0.171198 -1.092873 4.095175  -0.729
C -0.186412 -1.176115 2.581418  0.798
O 0.627666 -1.191546 1.708152  -0.739
O -1.382046 -1.056934 2.209346  -0.804
H -0.361436 -0.395788 4.742075  0.226
H 1.141595 -0.597868 4.132724  0.218
H 0.296519 -2.072310 4.556797  0.217
C 1.824980 -1.672343 -3.499122  -0.723
C 0.784292 -1.502214 -2.365022  0.793
O -0.444269 -1.418986 -2.625618  -0.768
O 1.119795 -1.324979 -1.222137  -0.776
H 1.397858 -1.742211 -4.499520  0.218
H 2.316998 -2.603357 -3.217658  0.215
H 2.643603 -0.956309 -3.571501  0.223
Cl -3.636471 -0.308328 -0.707126  -0.771

Cartesian forces (eV/Å) of the 6 atoms listed first:
Y 0.0 1.6 -0.3
C 0.4 0.1 1.1
C -1.5 -3.2 -1.5
O 0.4 0.6 -1.3
O 0.3 1.6 1.5
H 0.0 0.2 0.3

Summary:
* charge: -1
* strongest force on any atom: 5.63 eV/A
* 2S+1: 1
* total energy: -1184.33858 Eh
* HOMO-LUMO gap: 9.02 eV

***

Entry from the Open Molecules 2025 dataset: a cluster of 2 separate species, C6H9ClSSi in total in a non-equilibrium geometry (the ωB97M-V functional and the def2-TZVPD basis).

Each line ends with the natural charge from an NBO analysis.
Positions of all 18 atoms, in Å:
C -1.764112 2.157010 -0.856602  -0.282
C -0.957041 1.104430 -1.316414  -0.213
C -1.511004 2.496894 0.399074  -0.365
C -0.033007 0.723344 -0.395222  -0.727
C -0.659335 -2.990149 0.646251  -0.768
C 2.412123 -0.490449 0.619268  -0.860
Si 0.924641 -0.804262 -0.510676  1.238
S -0.300434 1.464836 1.136455  0.428
Cl 3.709936 0.516842 -0.151697  -0.072
H -2.543778 2.808888 -1.268951  0.237
H -1.103575 0.817687 -2.282221  0.223
H -1.934863 3.332187 1.056067  0.243
H -1.551709 -2.390396 0.402151  0.201
H -0.380741 -3.914994 0.217305  0.204
H -0.430717 -2.578776 1.629031  0.199
H 2.966305 -1.376118 1.101418  0.254
H 2.071809 0.145377 1.469628  0.243
H 1.085506 -1.022346 -1.894864  -0.182

Cartesian forces (eV/Å) of the 6 atoms listed first:
C -1.4 1.6 -0.1
C -0.1 1.6 1.4
C 0.5 1.1 4.1
C -0.6 -1.0 0.4
C 0.4 4.9 -0.2
C 1.2 -0.8 1.4

Summary:
* charge: 0
* strongest force on any atom: 4.93 eV/A
* 2S+1: 1
* total energy: -1381.75906 Eh
* HOMO-LUMO gap (spin up / spin down): 7.58 / 7.58 eV

***

Entry from the Open Molecules 2025 dataset: a structure of composition C6H9CrO12 in a non-equilibrium geometry (the ωB97M-V functional and the def2-TZVPD basis).

Each line ends with the natural charge from an NBO analysis.
Positions of all 28 atoms, in Å:
Cr -12.572500 16.515872 -7.787291  1.550
C -11.847824 19.242962 -9.690831  -0.188
O -11.896742 18.086376 -8.932595  -0.843
H -12.742514 19.400505 -10.312260  0.126
H -11.716259 20.073276 -8.987652  0.132
H -11.055298 19.252990 -10.454740  0.115
C -11.452549 13.483852 -10.422978  -0.723
C -11.925482 14.605930 -9.460708  0.792
O -12.987043 15.258694 -9.619653  -0.725
O -11.099807 15.122319 -8.675137  -0.707
H -12.275651 12.924112 -10.856163  0.210
H -10.906024 12.801948 -9.769688  0.224
H -10.752942 14.043043 -11.039590  0.228
O -16.126614 16.238944 -9.440354  -0.742
C -15.821710 16.958385 -8.321106  0.982
O -16.737441 17.459568 -7.653511  -0.740
O -14.607465 16.956855 -7.948748  -0.761
H -15.292845 15.733264 -9.514771  0.501
O -11.962953 13.028988 -6.492803  -0.744
C -12.954576 13.838834 -5.934386  0.984
O -13.530168 13.267870 -4.965412  -0.797
O -13.216700 14.944832 -6.456128  -0.718
H -12.122103 12.359203 -5.787804  0.479
O -11.016005 18.016443 -4.435686  -0.692
C -11.458850 17.695709 -5.676502  0.955
O -10.857303 16.831529 -6.379428  -0.735
O -12.620029 17.835966 -6.083399  -0.642
H -10.056310 17.949330 -4.534810  0.482

Cartesian forces (eV/Å) of the 6 atoms listed first:
Cr -1.2 2.3 -0.1
C -0.7 -1.1 0.8
O 0.1 -1.5 0.4
H -0.4 0.2 0.2
H 0.0 0.6 -0.4
H 0.5 -0.1 0.2

Summary:
* ⟨S²⟩: 3.775
* charge: -2
* strongest force on any atom: 5.23 eV/A
* 2S+1: 4
* total energy: -2181.56779 Eh
* HOMO-LUMO gap (spin up / spin down): 7.39 / 7.43 eV

***

Entry from the Open Molecules 2025 dataset: the molecule C6H9F in a non-equilibrium geometry (the ωB97M-V functional and the def2-TZVPD basis).

Each line ends with the natural charge from an NBO analysis.
Positions of all 16 atoms, in Å:
C -1.150099 -0.594952 -0.635491  -0.644
C 0.191823 -0.133704 -0.302708  -0.246
C 0.581921 1.216124 -0.899355  -0.620
C 0.467991 0.041199 1.433348  0.321
F -0.105063 1.222204 1.814290  -0.375
C 1.742839 -0.278436 2.048844  -0.198
C 0.749143 -0.997985 2.471841  -0.193
H -1.891076 -0.968439 0.203051  0.223
H -1.217380 -1.585072 -1.223150  0.215
H -1.801636 0.031344 -1.248481  0.218
H 0.931913 -0.951124 -0.580353  0.207
H 1.159020 1.927743 -0.246038  0.225
H -0.317662 1.772195 -1.196924  0.210
H 1.165426 1.064210 -1.812431  0.210
H 2.759568 0.046638 2.255204  0.225
H 0.313439 -1.736892 3.037327  0.221

Cartesian forces (eV/Å) of the 6 atoms listed first:
C -4.5 -3.6 -0.2
C 2.9 -0.2 3.9
C 0.2 0.9 -0.3
C 0.2 -1.2 -3.2
F -0.7 0.6 0.4
C 0.8 0.4 0.6

Summary:
* charge: 0
* strongest force on any atom: 5.76 eV/A
* 2S+1: 1
* total energy: -333.74811 Eh
* HOMO-LUMO gap: 10.71 eV